[1]
C23H31N3O4PdSSe2 | ωB97M-V with the def2-TZVPD basis set

```
65
Properties=species:S:1:pos:R:3:nbo_charge:R:1
Pd -1.43 0.07 -0.54 0.0753
O -6.97 -1.27 -0.72 -0.7359
C -6.14 -1.16 0.42 -0.0657
C -4.76 -0.56 0.04 -0.1805
C -3.94 -0.42 1.34 -0.0811
O -4.23 0.72 2.11 -0.7958
C -4.09 -1.62 -0.85 -0.5118
Se -3.64 -3.44 -0.01 -0.7964
C -4.82 0.80 -0.67 -0.5430
Se -3.05 1.81 -0.82 -0.6416
H -7.70 -1.89 -0.52 0.4501
H -5.95 -2.15 0.87 0.1912
H -6.61 -0.54 1.21 0.1329
H -2.88 -0.46 1.03 0.1887
H -4.10 -1.31 1.97 0.1835
H -3.88 1.49 1.57 0.4833
H -3.10 -1.27 -1.20 0.2138
H -4.75 -1.87 -1.70 0.1994
H -5.51 1.50 -0.15 0.1910
H -5.13 0.70 -1.74 0.2064
C -0.57 1.74 2.22 -0.6691
C -0.45 0.27 2.40 0.3729
N -0.24 -0.66 1.45 -0.4756
C -0.09 -1.85 2.12 -0.0641
C -0.24 -1.66 3.48 -0.1615
N -0.50 -0.31 3.63 -0.5323
H 0.02 2.06 1.37 0.2516
H -0.17 2.24 3.12 0.1698
H -1.61 2.02 2.04 0.2766
H 0.20 -2.71 1.56 0.2064
H -0.23 -2.36 4.30 0.1969
H -0.62 0.15 4.52 0.4004
O 0.97 0.56 -1.00 -0.9187
S 2.21 1.31 -1.59 1.1909
C 2.84 2.37 -0.28 -0.2461
C 2.60 1.97 1.01 -0.2252
C 3.18 2.71 2.06 -0.1383
C 3.96 3.82 1.77 -0.2459
C 4.20 4.18 0.45 -0.2232
C 3.60 3.49 -0.60 -0.2067
C 3.53 0.11 -1.50 -0.1388
C 3.48 -0.88 -0.53 -0.2356
C 4.64 -1.61 -0.27 -0.1957
C 5.77 -1.46 -1.08 -0.2341
C 5.75 -0.52 -2.11 -0.2216
C 4.61 0.25 -2.35 -0.2530
H 2.05 1.05 1.18 0.2695
H 3.01 2.40 3.09 0.2029
H 4.35 4.43 2.58 0.2024
H 4.87 5.00 0.18 0.2010
H 3.71 3.84 -1.63 0.2162
H 2.57 -1.03 0.05 0.2730
H 4.62 -2.36 0.51 0.2099
H 6.64 -2.07 -0.92 0.2024
H 6.62 -0.37 -2.74 0.2008
H 4.60 0.96 -3.17 0.2157
C 0.91 -1.48 -3.87 -0.7168
C -0.15 -1.45 -2.80 0.6562
N -0.09 -2.41 -1.80 -0.8439
O -1.08 -0.61 -2.78 -0.5960
H 1.92 -1.79 -3.52 0.2001
H 0.94 -0.46 -4.28 0.2333
H 0.68 -2.19 -4.68 0.2176
H 0.65 -3.13 -1.85 0.3608
H -0.97 -2.69 -1.35 0.4511
```

Summary:
Orbital gap (alpha / beta)   2.38 / 2.37 eV
HOMO level (alpha / beta)   1.325 / 1.338 eV
Energy   -6689.07520 hartree
Charge   -2

---

[2]
C5H8O | ωB97M-V with the def2-TZVPD basis set

```
14
Properties=species:S:1:pos:R:3:nbo_charge:R:1
C 1.78 -0.66 0.49 -0.6956
C 0.51 -0.15 -0.07 0.4284
C 0.08 0.65 -1.18 -0.5161
C -0.56 0.79 0.22 -0.3154
C -1.79 -0.14 0.30 -0.0379
O -1.41 -1.18 -0.47 -0.6707
H 1.60 -1.18 1.44 0.2445
H 2.29 -1.32 -0.21 0.2430
H 2.44 0.19 0.71 0.2569
H -0.64 0.11 -1.81 0.3058
H 0.74 1.36 -1.65 0.2356
H -0.43 1.66 0.87 0.2208
H -2.74 0.29 0.01 0.1598
H -1.87 -0.42 1.36 0.1410
```

Summary:
Orbital gap (alpha / beta)   8.22 / 7.99 eV
HOMO level (alpha / beta)   -8.598 / -8.501 eV
Energy above the lowest of the compared OMol25 structures with the same formula, charge and spin   478.1 kJ/mol
Energy   -270.37581 hartree

---

[3]
C15H33B2Br3NO4 | ωB97M-V with the def2-TZVPD basis set

```
58
Properties=species:S:1:pos:R:3:nbo_charge:R:1
C -0.33 5.57 0.24 -0.6112
C 0.64 4.40 0.58 -0.3966
C 0.69 4.02 2.08 -0.3977
C 1.57 2.73 2.24 -0.4185
C 1.08 1.75 3.36 -0.4017
C 1.08 0.26 2.89 -0.3896
C -0.30 -0.28 2.43 -0.4250
C -0.71 0.15 0.96 0.2667
C -1.53 1.47 1.13 -0.6175
O 0.43 0.32 0.17 -0.7464
B 0.81 -0.85 -0.68 0.8699
C 1.33 -0.13 -2.06 -0.6827
C 0.27 -0.07 -3.20 -0.6037
C 1.82 -1.97 -0.01 -0.7242
C 1.75 -3.33 -0.75 -0.0459
O 1.57 -3.19 -2.17 -0.7530
O -0.50 -1.58 -0.73 -0.7533
C -1.40 -1.11 0.28 -0.2665
B -2.73 -0.95 -0.59 1.1165
N -3.03 0.30 -1.36 -1.1451
O -3.69 -2.02 -0.62 -0.9193
H -1.35 5.44 0.64 0.2009
H -0.41 5.61 -0.87 0.2035
H 0.12 6.53 0.54 0.1914
H 1.66 4.75 0.29 0.1899
H 0.42 3.54 -0.08 0.2195
H -0.32 3.92 2.54 0.1936
H 1.20 4.83 2.64 0.1841
H 1.58 2.23 1.25 0.2433
H 2.61 3.06 2.45 0.1883
H 0.09 2.06 3.75 0.1852
H 1.78 1.85 4.22 0.1875
H 1.38 -0.35 3.78 0.1832
H 1.88 0.11 2.15 0.2326
H -0.21 -1.39 2.41 0.2013
H -1.10 -0.08 3.18 0.1834
H -1.07 2.24 0.49 0.2228
H -1.37 1.82 2.18 0.1867
H -2.62 1.37 1.01 0.1906
H 2.23 -0.70 -2.42 0.1891
H 1.69 0.89 -1.79 0.1886
H -0.03 -1.11 -3.44 0.1903
H -0.62 0.53 -2.92 0.2026
H 0.75 0.34 -4.12 0.1709
H 2.87 -1.62 0.10 0.1852
H 1.42 -2.17 1.02 0.1911
H 0.92 -3.95 -0.36 0.1502
H 2.68 -3.93 -0.61 0.1415
H 0.74 -3.59 -2.42 0.4582
H -1.53 -2.03 0.90 0.1708
H -3.78 0.80 -0.91 0.3759
H -3.33 0.01 -2.30 0.3585
H -4.02 -2.12 -1.51 0.4717
C -0.67 -6.86 -3.30 -0.4954
Br -0.87 -5.18 -2.36 0.1342
Br 1.19 -7.32 -3.57 0.0861
Br -1.64 -8.29 -2.43 0.0681
H -1.11 -6.73 -4.28 0.2199
```

Summary:
Orbital gap   5.96 eV
HOMO level   -4.123 eV
Energy   -8718.92289 hartree
Charge   -1

---

[4]
C4H8N2S | ωB97M-V with the def2-TZVPD basis set

```
15
Properties=species:S:1:pos:R:3:nbo_charge:R:1
C -0.55 -0.16 1.58 -0.0756
C 0.49 1.05 -1.42 -0.0885
C 1.46 1.35 -2.55 -0.4338
C 0.32 0.16 -2.54 -0.4437
H -0.28 0.70 2.18 0.2102
H -0.02 -1.11 -0.13 0.3796
H 1.81 0.22 -0.21 0.3398
H -0.43 1.73 -1.36 0.1985
H 1.20 2.28 -3.22 0.2453
H 2.53 0.98 -2.41 0.2274
H -0.53 0.09 -3.23 0.2334
H 0.76 -0.85 -2.43 0.1970
N -0.14 -0.20 0.35 -0.4153
N 0.80 0.64 -0.16 -0.4377
S -1.25 -1.34 2.44 -0.1365
```

Summary:
Orbital gap   9.17 eV
SMILES string   S=CNNC1CC1
HOMO level   -8.405 eV
Energy above the lowest of the compared OMol25 structures with the same formula, charge and spin   371.3 kJ/mol
Energy   -664.79135 hartree

---

[5]
C4H7NS | ωB97M-V with the def2-TZVPD basis set

```
13
Properties=species:S:1:pos:R:3:nbo_charge:R:1
C -1.04 -0.37 1.77 0.1416
C 0.00 -0.80 0.28 -0.1334
C 0.55 0.28 -1.90 -0.5975
C 0.76 0.29 -0.36 -0.5181
N -1.39 0.57 2.59 -0.6203
S -0.08 -2.35 -0.03 0.1051
H -0.82 1.46 2.65 0.3558
H -1.50 -1.32 1.72 0.1520
H 1.42 0.05 -2.53 0.2238
H 0.09 1.27 -2.07 0.2101
H -0.23 -0.45 -1.92 0.2167
H 0.47 1.27 -0.03 0.2169
H 1.77 0.09 -0.17 0.2472
```

Summary:
Orbital gap   8.15 eV
SMILES string   [H]/N=C\C(=S)CC
HOMO level   -8.677 eV
Energy above the lowest of the compared OMol25 structures with the same formula, charge and spin   315.4 kJ/mol
Energy   -609.43834 hartree

---

[6]
C17H34AsF5N9ORhSSi2Te | ωB97M-V with the def2-TZVPD basis set

```
72
Properties=species:S:1:pos:R:3:mulliken_charge:R:1
Rh 0.16 0.28 -0.44 0.7046
C -3.78 2.91 2.51 -0.7842
C -4.10 2.85 1.02 -0.6887
N -3.96 1.52 0.46 -0.2008
C -2.78 0.93 0.20 0.3997
S -1.37 1.97 0.08 -0.3372
N -2.76 -0.36 0.04 -1.4110
N -1.50 -0.85 -0.13 1.0931
C -1.34 -2.12 0.00 0.4831
C -2.43 -3.07 0.36 -1.8706
C 0.03 -2.61 -0.23 0.5401
C 0.39 -3.94 -0.13 -0.4936
C 1.71 -4.29 -0.37 -0.6366
C 2.62 -3.31 -0.73 -0.8104
C 2.18 -2.00 -0.82 -0.9779
N 0.92 -1.66 -0.57 -0.0076
H -3.88 3.92 2.89 0.3797
H -2.75 2.57 2.69 0.1302
H -4.45 2.26 3.08 0.3025
H -3.46 3.53 0.46 0.2817
H -5.13 3.17 0.84 0.4047
H -4.69 0.85 0.67 0.2634
H -3.34 -2.53 0.58 0.4109
H -2.14 -3.66 1.23 0.3795
H -2.62 -3.77 -0.47 0.4104
H -0.34 -4.68 0.15 0.4370
H 2.02 -5.32 -0.28 0.4142
H 3.66 -3.53 -0.89 0.4502
H 2.85 -1.19 -1.06 0.9612
F 4.60 -0.37 3.43 -0.3926
Te 3.35 -0.31 2.06 1.7814
F 2.66 1.22 3.18 -0.5910
F 2.37 -1.56 3.24 -0.5818
F 4.42 -1.78 1.35 -0.5389
F 4.62 1.00 1.32 -0.5843
O 2.10 0.82 -0.90 -0.6214
N 0.94 0.15 5.25 -0.7295
N -0.12 -0.33 4.50 1.3116
N -0.82 -1.37 4.87 -1.0697
C -1.72 -1.43 3.90 -0.2363
N -1.57 -0.45 3.00 -0.2196
N -0.53 0.25 3.41 -0.3074
H 1.48 -0.66 5.52 0.3599
H 1.52 0.68 4.58 0.3725
H -2.49 -2.18 3.85 0.4983
C 1.39 5.58 -0.64 -1.0754
Si 2.17 4.11 0.21 0.2440
C 1.74 4.02 2.00 -0.6224
C 3.94 3.82 -0.22 -0.8500
As 1.23 2.28 -1.09 0.8807
Si 0.86 2.38 -3.47 0.2771
C 2.24 1.32 -4.12 -0.9861
C 0.97 4.15 -4.06 -1.1030
C -0.82 1.66 -3.80 -0.8810
H 1.69 6.48 -0.11 0.4162
H 0.30 5.53 -0.62 0.3308
H 1.71 5.67 -1.68 0.2805
H 2.11 4.94 2.47 0.3727
H 2.19 3.16 2.49 0.0594
H 0.66 3.97 2.16 0.2829
H 4.55 4.60 0.25 0.4047
H 4.12 3.85 -1.30 0.3102
H 4.27 2.86 0.18 0.1952
H 3.21 1.65 -3.73 0.3411
H 2.27 1.37 -5.21 0.3850
H 2.10 0.28 -3.81 0.2053
H 1.98 4.56 -3.94 0.3139
H 0.27 4.80 -3.54 0.3336
H 0.73 4.18 -5.13 0.3789
H -0.91 0.67 -3.35 0.1664
H -0.97 1.56 -4.88 0.3784
H -1.62 2.28 -3.40 0.2823
```

Summary:
Orbital gap   7.17 eV
HOMO level   -8.160 eV
Energy above the lowest of the compared OMol25 structures with the same formula, charge and spin   40.8 kJ/mol
Energy   -5327.16518 hartree

---

[7]
C22H20ClI2N2O2ReS2 | ωB97M-V with the def2-TZVPD basis set

```
52
Properties=species:S:1:pos:R:3:nbo_charge:R:1
Re 0.74 -0.11 -0.09 1.3657
I -2.71 2.24 -6.72 0.1798
C -1.62 1.92 -4.95 -0.1611
C -0.99 2.99 -4.31 -0.2451
C -0.27 2.75 -3.17 -0.2074
I 0.68 4.28 -2.09 0.1810
C -0.11 1.45 -2.63 0.3560
O 0.63 1.29 -1.60 -0.7217
C -0.78 0.38 -3.29 -0.1489
C -0.60 -1.03 -2.77 -0.2382
N -0.85 -1.13 -1.32 -0.6352
C -2.21 -0.68 -0.95 -0.2882
C -2.19 0.29 0.21 0.2476
C -3.35 0.93 0.62 -0.2273
C -3.31 1.81 1.69 -0.0946
C -2.09 2.01 2.34 -0.2339
C -0.98 1.35 1.88 0.0845
N -1.01 0.51 0.83 -0.4561
C -1.52 0.63 -4.42 -0.2197
H -1.08 3.99 -4.71 0.2486
H 0.43 -1.36 -2.95 0.2289
H -1.28 -1.69 -3.32 0.2211
H -0.79 -2.13 -1.07 0.4427
H -2.83 -1.54 -0.67 0.2543
H -2.67 -0.18 -1.81 0.2530
H -4.28 0.74 0.11 0.2454
H -4.20 2.32 2.02 0.2460
H -2.02 2.67 3.19 0.2528
H -0.01 1.47 2.36 0.2351
H -2.03 -0.18 -4.92 0.2290
C 6.36 0.58 0.04 -0.2679
O 5.02 1.04 0.07 -0.4704
C 4.10 0.31 0.65 0.0329
S 4.37 -1.16 1.37 -0.0806
S 2.58 1.15 0.67 0.0711
H 6.91 1.31 -0.54 0.2150
H 6.43 -0.41 -0.41 0.2066
H 6.76 0.53 1.06 0.2091
Cl -1.74 -3.49 0.75 -0.0215
C -0.15 -3.99 0.24 -0.0622
C -0.01 -5.23 -0.35 -0.2199
C 1.23 -5.65 -0.79 -0.1919
C 2.33 -4.81 -0.66 -0.2066
C 2.18 -3.58 -0.04 -0.1535
C 0.95 -3.14 0.46 -0.0967
C 0.86 -1.86 1.20 -0.7977
H -0.88 -5.88 -0.47 0.2387
H 1.35 -6.63 -1.23 0.2316
H 3.29 -5.11 -1.03 0.2288
H 3.04 -2.94 0.09 0.2173
H 1.79 -1.73 1.75 0.2853
H 0.04 -1.92 1.92 0.2380
```

Summary:
Orbital gap (alpha / beta)   5.28 / 5.92 eV
Expectation value of S²   0.978
HOMO level (alpha / beta)   -10.538 / -10.616 eV
Energy above the lowest of the compared OMol25 structures with the same formula, charge and spin   250.4 kJ/mol
Energy   -3040.30478 hartree
Charge   +1
Spin multiplicity   2

---

[8]
C6H9NO | ωB97M-V with the def2-TZVPD basis set

```
17
Properties=species:S:1:pos:R:3:nbo_charge:R:1
C -2.62 -0.01 0.08 0.7429
C 0.89 -1.68 0.58 -0.4306
C 0.92 -0.53 -1.36 -0.4361
C -0.07 -1.00 -0.34 -0.0471
C 1.11 -0.25 0.11 -0.1051
C 1.48 0.97 0.86 -0.6034
N -2.49 1.19 -0.41 -0.8450
O -3.43 -0.69 0.61 -0.5117
H 0.59 -1.81 1.61 0.2102
H 1.54 -2.47 0.20 0.1840
H 1.57 -1.25 -1.86 0.1856
H 0.65 0.30 -2.00 0.1940
H 1.19 1.87 0.30 0.2046
H 2.56 1.02 1.02 0.2176
H 0.99 0.99 1.83 0.2160
H -1.62 1.48 -0.83 0.4261
H -3.26 1.87 -0.39 0.3979
```

Summary:
Orbital gap (alpha / beta)   7.44 / 8.35 eV
HOMO level (alpha / beta)   -7.679 / -8.217 eV
Energy above the lowest of the compared OMol25 structures with the same formula, charge and spin   533.9 kJ/mol
Energy   -363.82087 hartree